Entry 1:
Density functional theory data (ωB97M-V with the def2-TZVPD basis set) for a molecular structure, C45H34LuN3O5S at a distorted geometry.

```
89
Properties=species:S:1:pos:R:3
Lu -0.259 0.071 0.863
S 3.270 -2.830 2.630
O -0.194 0.799 2.984
O -2.366 2.444 1.960
O -1.785 -0.606 2.419
O 3.319 -1.550 -3.722
O 1.287 0.202 -1.128
N 1.807 -2.512 -1.694
N 2.068 0.817 1.489
N -2.541 -0.698 -0.324
C 1.098 -1.935 1.375
C -2.362 1.527 -1.226
C 2.556 2.049 1.472
C -5.341 -0.528 -0.277
C -2.310 1.171 3.925
C -2.197 3.471 -2.643
C -2.853 2.315 -2.273
C -0.554 3.027 -0.952
C -2.760 2.315 3.261
C -4.739 -3.909 1.149
C -5.409 -2.809 0.692
C 3.855 2.367 1.821
C -3.521 1.830 5.881
C -3.163 0.383 -0.774
C -2.629 -2.899 0.581
C 2.857 -0.186 1.921
C -1.156 1.826 -0.534
C -1.056 3.846 -1.952
C 1.989 -1.258 -3.771
C 1.195 -1.778 -2.729
C -4.579 0.489 -0.764
C -1.361 0.361 3.085
C -3.938 2.979 5.234
C 4.814 -0.624 -0.925
C 2.907 -2.133 -1.045
C -3.287 -1.737 0.131
C 1.380 -0.514 -4.770
C -0.763 -0.808 -3.730
C 4.533 1.690 -1.484
C 5.366 0.600 -1.149
C 2.538 0.304 -1.254
C 4.170 -1.062 -4.731
C -0.174 -1.560 -2.731
C 3.179 1.556 -1.514
C -3.338 -3.953 1.089
C 3.422 -0.839 -1.075
C 2.300 -1.516 1.911
C -4.705 -1.702 0.180
C 2.038 -3.939 2.219
C -3.570 3.226 3.919
C 0.014 -0.283 -4.744
C 4.683 1.342 2.258
C 0.994 -3.350 1.570
C -2.699 0.924 5.224
C 4.175 0.065 2.333
H 2.151 -4.970 2.493
H -0.766 -1.946 -1.914
H -6.420 -0.459 -0.228
H 4.194 0.032 -4.742
H 4.781 -0.749 2.698
H 5.159 -1.441 -4.478
H -0.561 4.776 -2.206
H 4.990 2.647 -1.698
H 0.352 3.356 -0.453
H -3.821 1.648 6.903
H 1.866 2.824 1.159
H -3.731 1.998 -2.824
H 1.970 -0.095 -5.569
H 0.154 -3.949 1.248
H -0.434 0.320 -5.520
H 4.205 3.386 1.757
H -2.360 0.024 5.709
H -3.902 4.122 3.410
H -1.823 -0.619 -3.704
H 3.881 -1.435 -5.718
H -5.034 1.404 -1.111
H -5.285 -4.745 1.560
H -6.489 -2.776 0.714
H 5.708 1.540 2.536
H -4.557 3.695 5.757
H 3.462 -2.919 -0.543
H 2.531 2.391 -1.730
H -2.827 -4.829 1.462
H -2.728 3.251 1.573
H -2.565 4.071 -3.465
H -1.550 -2.904 0.516
H 1.372 -3.388 -1.434
H 5.435 -1.483 -0.712
H 6.436 0.743 -1.106
```

energy above the lowest of the compared OMol25 structures with the same formula, charge and spin = 132.7 kJ/mol
strongest force on any atom = 2.03 eV/Å
total charge = 0

Entry 2:
Density functional theory data (ωB97M-V with the def2-TZVPD basis set) for a molecular structure, C45H34N6P2S2Se3Y.

```
93
Properties=species:S:1:pos:R:3
Y 0.415 -0.002 -0.255
Se 3.073 -0.411 -1.189
Se 3.596 -1.237 6.728
Se -1.145 2.013 1.710
S 0.869 2.509 -1.474
S -2.857 -3.570 -0.006
P 0.711 2.324 2.709
P 2.637 0.304 5.672
N 2.478 -1.204 3.428
N -1.388 1.169 -1.617
N 1.968 -1.264 2.229
N 1.363 -0.120 1.932
N -0.243 -1.520 -2.220
N 4.094 -4.938 -0.243
C 5.129 3.294 4.423
C -2.696 -2.992 1.597
C 4.286 2.191 4.455
C -1.555 3.363 -2.527
C 1.495 0.726 2.978
C -0.138 0.114 5.834
C 2.205 0.017 3.947
C 1.007 0.641 6.430
C 5.033 -4.017 -0.454
C 4.829 3.577 6.788
C -1.801 -1.968 1.679
C -0.800 2.346 -1.908
C 1.691 4.645 1.569
C -0.392 -2.019 -4.545
C -1.476 -2.850 -4.294
C 3.689 1.788 5.643
C 1.915 3.283 1.759
C 0.192 -1.375 -3.470
C 2.544 5.382 0.768
C 3.613 4.761 0.133
C -1.363 0.176 6.484
C 1.235 4.833 5.909
C 0.470 3.263 4.247
C -1.292 -2.321 -1.964
C -1.192 -1.596 0.435
C -2.875 3.137 -2.831
C -0.326 1.302 8.329
C -1.692 -2.400 -0.558
C 3.829 3.404 0.304
C 5.386 4.002 5.586
C 2.835 -4.501 -0.290
C 0.899 1.228 7.689
C 4.775 -2.683 -0.717
C -0.761 3.192 4.895
C 2.985 2.664 1.122
C -2.675 0.962 -1.906
C 2.470 -3.193 -0.554
C -0.986 3.927 6.047
C 3.457 -2.233 -0.780
C 4.003 2.467 6.820
C -1.933 -3.005 -3.000
C 1.464 4.096 4.756
C 0.012 4.745 6.557
C -3.464 1.908 -2.521
C -1.461 0.771 7.731
H 2.410 4.197 4.243
H 2.064 -5.243 -0.104
H -2.416 0.818 8.239
H 1.778 1.607 8.191
H 5.055 4.104 7.707
H 4.633 2.901 -0.218
H 6.036 4.867 5.565
H 4.097 1.641 3.546
H -1.963 -3.376 -5.106
H 3.626 2.110 7.769
H -3.070 -0.009 -1.623
H -3.261 -3.451 2.394
H 3.142 1.596 1.206
H -0.393 1.766 9.306
H -0.075 -0.364 4.866
H -0.001 -1.877 -5.542
H -2.779 -3.642 -2.781
H 6.061 -4.366 -0.410
H 5.592 -1.991 -0.872
H -0.165 5.318 7.459
H -1.539 2.563 4.483
H 4.263 5.335 -0.515
H 5.572 3.598 3.483
H -1.943 3.859 6.548
H -3.459 3.913 -3.313
H 2.360 6.438 0.616
H 0.837 5.123 2.036
H -2.239 -0.247 6.008
H -1.568 -1.483 2.620
H 2.017 5.474 6.295
H -1.071 4.304 -2.748
H -4.501 1.699 -2.741
H 1.418 -2.934 -0.575
H 1.053 -0.727 -3.589
```

energy above the lowest of the compared OMol25 structures with the same formula, charge and spin = 11.0 kJ/mol
strongest force on any atom = 0.99 eV/Å
total charge = -1

Entry 3:
Density functional theory data (ωB97M-V with the def2-TZVPD basis set) for 8 unconnected molecules or ions with the total composition C45H36INO16P at a distorted geometry.

```
100
Properties=species:S:1:pos:R:3
I -3.737 1.019 -2.348
P -1.492 0.664 -3.251
O -2.305 -0.419 1.933
O 4.765 1.390 -0.332
O -0.549 1.994 -2.879
O -6.178 4.254 0.136
O -0.185 -2.260 6.424
O -3.894 -0.780 -9.354
O -0.269 2.729 2.303
O 0.494 -1.689 0.162
O 0.120 -5.113 2.803
O 2.583 3.497 6.698
O -0.504 0.139 -5.633
O -6.589 3.776 -9.515
O 6.014 0.332 3.332
O 10.890 1.843 1.929
O -3.413 2.527 4.308
O 2.525 -9.816 3.141
N -2.736 -0.372 -5.417
C -4.512 0.270 -9.390
C 8.653 1.521 1.283
C 2.395 -7.600 3.911
C -4.485 2.842 0.947
C -2.269 -1.252 -6.552
C 1.392 0.334 -0.587
C -5.800 4.389 2.455
C 2.555 3.382 4.352
C -0.671 -1.840 5.395
C -6.313 1.608 -10.376
C -5.104 3.956 3.506
C -4.049 2.930 3.353
C 1.481 -0.996 0.050
C 0.857 -8.516 2.119
C -5.975 2.735 -9.479
C 0.478 3.038 5.760
C 7.135 0.680 3.012
C -4.851 2.544 -8.532
C -5.632 0.463 -10.335
C -0.731 -1.006 -6.460
C 0.252 -7.333 2.035
C -1.157 -2.170 3.016
C -0.241 2.847 4.654
C 0.672 -6.194 2.882
C -1.331 -0.515 5.344
C 9.773 1.499 2.251
C 1.929 3.321 5.693
C -0.624 -2.634 4.145
C 3.789 0.678 -0.217
C 8.253 0.657 3.981
C 9.479 1.038 3.628
C 1.975 -8.740 3.063
C -3.790 2.406 1.995
C 2.463 1.115 -0.711
C 3.878 -0.655 0.423
C 2.804 -1.433 0.547
C -5.545 3.862 1.095
C -1.816 -0.845 2.965
C -1.718 0.673 -5.132
C 1.789 -6.417 3.827
C -1.863 -0.051 4.215
C 7.427 1.140 1.637
C 0.385 2.908 3.314
C 1.837 3.190 3.247
C -4.173 1.399 -8.492
H 0.413 0.631 -0.935
H 0.039 2.997 6.749
H -0.568 -7.149 1.352
H -0.141 -3.592 4.201
H -1.131 -2.734 2.092
H 2.417 2.096 -1.170
H 2.275 3.231 2.258
H 0.565 -9.360 1.508
H -5.864 -0.372 -10.984
H 6.593 1.149 0.945
H 2.081 -5.573 4.438
H -2.744 -1.003 -4.606
H -2.786 -1.025 -7.487
H 2.846 -2.409 1.013
H -2.349 0.916 4.158
H -3.670 0.035 -5.478
H 3.617 3.588 4.323
H -0.104 -1.859 -6.182
H -1.303 2.639 4.678
H -3.013 1.656 1.904
H -4.618 3.381 -7.884
H 0.356 1.821 -3.147
H -0.406 -0.821 -7.497
H 3.214 -7.783 4.594
H 4.854 -0.954 0.782
H -7.136 1.766 -11.061
H -1.845 1.618 -5.677
H -3.345 1.244 -7.810
H 10.310 1.029 4.321
H -2.491 -2.267 -6.207
H -6.577 5.138 2.545
H -5.277 4.327 4.508
H -1.355 0.049 6.269
H -4.303 2.469 -0.051
H 8.887 1.862 0.282
H 8.018 0.316 4.981
```

strongest force on any atom = 2.08 eV/Å
total charge = +1
electronic energy = -98873.3150 eV